[1]
Molecular formula: C4H6ClN3O
Method: DFT, ωB97M-V with the def2-TZVPD basis set

XYZ file:
```
15
Properties=species:S:1:pos:R:3:forces:R:3:lowdin_charge:R:1
O -0.534551 1.477196 -1.571732 -0.1 0.3 0.5 0.063
C 0.103079 0.518476 -1.198244 -1.3 -0.1 -0.2 -0.521
N 1.121998 -0.023622 -1.932388 0.2 -0.6 -0.4 0.146
C 1.680570 -1.131204 -1.554371 -1.0 1.2 2.1 -0.086
C 1.503223 -1.741391 -0.265030 -0.4 0.9 -2.2 -0.078
C 0.561525 -1.144472 0.438037 -1.4 0.8 1.2 -0.724
Cl 0.387681 -1.443410 2.096975 -0.3 -0.5 0.9 0.775
N -0.268195 -0.178193 -0.025735 3.2 -1.3 -2.0 0.132
H 2.441435 -1.444856 -2.157287 1.9 -1.2 -1.7 0.086
H 2.017512 -2.541543 0.146093 1.2 -1.2 0.3 0.085
H -0.947247 0.119820 0.586677 -1.9 1.4 1.6 0.032
N -1.952425 1.593908 1.497280 -0.3 0.1 0.1 0.024
H -1.238120 2.258862 1.320483 1.4 0.7 0.1 0.011
H -2.290167 1.531301 0.545755 -1.0 0.0 -0.1 0.018
H -2.586319 2.149127 2.073487 -0.3 -0.6 -0.3 0.037
```
Forces are in eV/Å.

ΔE to the lowest compared entry with this formula, charge and spin = 0.0 kJ/mol
LUMO level = 0.0546 eV
E_tot = -855.7206 Ha
highest occupied orbital energy = -9.3 eV
Kohn-Sham gap = 9.382 eV
structure (SMILES) = O=c1nccc(Cl)[nH]1.N
total charge = 0

[2]
Molecular formula: CH12N3O3
Method: DFT, ωB97M-V with the def2-TZVPD basis set

XYZ file:
```
19
Properties=species:S:1:pos:R:3:forces:R:3:lowdin_charge:R:1
N -0.623645 2.528557 0.919431 -1.3 -0.6 -0.7 0.163
C -0.534770 1.430737 0.062831 0.6 -1.5 1.1 -0.372
N 0.701258 1.168180 -0.435225 -1.9 1.6 0.3 0.214
N -1.522522 0.489796 -0.054297 0.5 2.3 1.2 0.202
H -0.105799 3.360932 0.667301 0.3 -0.3 0.0 0.118
H -1.479692 2.795755 1.452797 0.8 -0.8 -1.1 0.143
H 1.041301 0.347955 -0.875047 -0.3 -1.3 -0.4 0.091
H 1.329262 1.929545 -0.562325 0.4 0.6 0.3 0.122
H -1.494004 -0.282318 -0.701145 0.8 0.0 -0.1 0.063
H -2.315906 0.534670 0.586687 0.4 0.1 -0.5 0.137
H -1.075830 -2.364925 -2.492322 0.8 -1.8 -0.8 0.039
H -2.179055 -1.649076 -1.831216 -1.6 -0.4 0.2 0.031
O -1.317438 -1.526903 -2.176253 0.6 2.1 0.5 -0.003
H 3.388525 -1.226092 0.083756 2.6 0.4 1.7 -0.010
H 1.784173 -1.320270 0.400656 2.3 0.2 -0.5 -0.014
O 2.554060 -1.349911 -0.254515 -4.3 -0.3 -1.6 -0.066
H 0.467465 -2.238578 1.349751 -0.3 0.0 -0.7 0.091
H 0.767681 -1.341751 2.398621 0.4 0.9 1.0 0.077
O 0.614935 -1.286303 1.460516 -0.8 -1.1 0.2 -0.024
```
Forces are in eV/Å.

ΔE to the lowest compared entry with this formula, charge and spin = 127.0 kJ/mol
LUMO level = -3.0058 eV
E_tot = -435.0688 Ha
highest occupied orbital energy = -14.0 eV
Kohn-Sham gap = 11.042 eV
total charge = +1

[3]
Molecular formula: C45H105N3O9
Method: DFT, ωB97M-V with the def2-TZVPD basis set

XYZ file:
```
162
Properties=species:S:1:pos:R:3:forces:R:3:lowdin_charge:R:1
C 1.665412 -1.638666 1.076861 -0.1 1.0 0.4 -0.025
C 0.436813 -1.358373 0.157352 0.7 -1.4 0.4 -0.486
C 0.449678 -2.584623 -0.770731 -1.2 0.9 -0.7 -0.040
C -0.825789 -1.401757 1.032832 0.1 -0.6 0.5 -0.150
C -1.036330 -0.119143 1.836630 -0.8 -0.8 -1.9 -0.152
C -1.195152 0.952582 0.765894 1.0 1.7 0.9 -0.133
C 0.087569 1.152829 -0.083819 0.6 -0.3 -0.1 -0.483
C -0.224088 2.158963 -1.191305 -0.6 -0.3 0.3 -0.019
C 1.168638 1.803255 0.802182 -0.5 0.1 0.4 -0.018
N 0.513213 -0.138459 -0.665852 -1.0 -0.1 0.4 -0.060
O 1.814741 -0.033178 -1.228375 -0.2 0.1 0.0 -0.033
H 1.615563 -1.016415 1.976385 0.3 0.1 -0.1 0.069
H 1.690552 -2.666574 1.436179 -0.2 -0.1 -0.2 0.081
H 2.596448 -1.439179 0.548019 0.0 0.0 0.0 0.056
H 1.328151 -2.558525 -1.409984 0.3 -0.6 0.4 0.055
H 0.279910 -3.461289 -0.149042 0.6 -0.3 -0.2 0.078
H -0.377781 -2.557098 -1.491793 -0.1 0.2 0.2 0.092
H -1.713515 -1.683341 0.456629 0.0 0.6 -0.3 0.117
H -0.778182 -2.260035 1.716729 0.6 0.0 0.0 0.111
H -1.974126 -0.242649 2.379198 0.2 0.3 0.4 0.114
H -0.182779 0.095981 2.474201 -0.2 0.0 0.3 0.101
H -1.248702 1.900895 1.313760 -0.3 0.1 -0.2 0.084
H -2.101198 0.916270 0.164561 0.0 -0.6 -0.1 0.099
H -1.115689 1.846360 -1.741261 0.0 0.1 0.0 0.076
H 0.561934 2.323400 -1.927851 0.3 0.0 0.3 0.071
H -0.425042 3.062756 -0.612377 -0.1 0.4 -0.6 0.071
H 1.438914 1.138133 1.622283 0.5 0.1 -0.1 0.076
H 0.752518 2.702169 1.267760 -0.1 -0.1 0.1 0.073
H 2.024094 2.168073 0.239636 0.2 -0.6 -0.1 0.060
H 1.641400 -0.197948 -2.161463 0.2 0.1 0.0 0.076
C -3.948709 3.586882 3.776023 1.1 -0.8 -0.2 -0.033
C -3.328205 4.622627 2.850371 -0.1 0.5 -0.5 -0.518
C -3.657520 4.258069 1.386945 0.1 -0.5 -0.3 -0.019
C -3.990917 5.951266 3.182830 -1.1 1.0 -0.6 -0.153
C -3.337678 7.203906 2.580417 -0.5 -1.2 0.6 -0.176
C -1.876699 7.190248 2.954866 0.7 1.5 -0.9 -0.147
C -1.077468 5.911437 2.645356 -1.5 -0.4 -0.2 -0.476
C -0.855891 5.854340 1.133222 1.3 -1.1 -1.2 -0.034
C 0.235153 5.929466 3.419799 0.7 -0.3 -0.2 -0.028
N -1.891131 4.751467 3.111326 0.1 1.1 1.6 -0.101
O -1.164877 3.554890 3.046906 -0.2 -0.5 -0.6 -0.030
H -3.624010 2.620051 3.376200 -0.5 -0.2 0.3 0.079
H -3.535819 3.657614 4.784389 -0.1 0.2 0.0 0.089
H -5.031221 3.656715 3.834206 0.0 0.0 -0.2 0.089
H -3.246483 3.284070 1.101645 0.1 0.0 0.2 0.070
H -4.730466 4.184798 1.194460 0.0 0.1 0.2 0.088
H -3.243139 4.960717 0.669983 -0.1 0.2 0.1 0.059
H -4.993410 5.917989 2.738057 -0.1 -0.3 0.2 0.117
H -4.190424 6.107020 4.246265 0.5 -0.3 0.1 0.122
H -3.549208 7.216666 1.509208 0.4 0.1 -0.1 0.108
H -3.848750 8.056349 3.029533 0.2 0.2 -0.2 0.112
H -1.777997 7.582847 3.969681 0.1 -0.6 0.2 0.119
H -1.397539 7.961728 2.333916 0.2 0.0 0.2 0.123
H 0.074910 6.346777 0.832691 -0.2 0.5 0.1 0.082
H -1.642735 6.138147 0.436302 -0.3 0.6 0.5 0.070
H -0.655729 4.832415 0.778575 0.0 -0.2 0.6 0.066
H 0.084956 6.283875 4.438351 0.0 -0.1 0.0 0.084
H 1.017216 6.530639 2.947169 -0.4 0.5 -0.1 0.080
H 0.726067 4.953198 3.444299 -0.4 -0.2 0.1 0.070
H -1.134829 3.230230 3.954486 0.1 0.1 0.0 0.113
C -2.699473 -4.980050 1.913706 2.1 -0.6 1.0 -0.030
C -3.266402 -6.257744 1.267592 0.8 0.7 -0.3 -0.510
C -4.676971 -5.952545 0.746334 0.4 0.2 0.0 -0.032
C -2.342504 -6.674176 0.107272 1.1 0.1 -0.9 -0.128
C -0.990723 -7.290541 0.532049 -0.5 0.1 0.5 -0.175
C -1.293298 -8.501110 1.393568 -0.4 -0.8 -0.7 -0.149
C -2.148924 -8.156318 2.611876 0.6 -0.1 0.5 -0.521
C -2.627072 -9.480692 3.210434 -0.4 -0.8 0.1 -0.049
C -1.293614 -7.429014 3.652596 0.1 0.2 1.0 -0.031
N -3.328090 -7.405417 2.168915 -0.5 -0.7 -0.3 -0.091
O -4.101480 -7.107343 3.328172 0.0 0.4 0.0 -0.024
H -3.056891 -4.769116 2.923572 -1.1 0.5 -0.5 0.087
H -1.658264 -5.146069 2.243421 0.0 -0.5 -0.5 0.061
H -2.511979 -4.148449 1.235411 -1.0 0.2 0.0 0.075
H -4.617523 -5.154024 0.005002 0.0 0.0 0.0 0.088
H -5.145014 -6.813328 0.269435 0.0 -0.1 0.2 0.086
H -5.278760 -5.565046 1.568925 -0.2 -0.1 -0.1 0.078
H -2.866239 -7.323865 -0.599089 -0.1 -0.4 0.3 0.119
H -1.998047 -5.869802 -0.553201 -0.8 0.7 0.4 0.118
H -0.353330 -7.479575 -0.332966 -0.3 -0.4 -0.2 0.109
H -0.409472 -6.537447 1.073864 -0.2 0.0 0.2 0.094
H -0.449237 -9.140442 1.663982 0.3 0.5 0.4 0.123
H -1.896848 -9.205649 0.805768 -0.1 0.2 -0.2 0.121
H -3.353616 -9.975794 2.559967 0.0 0.2 -0.2 0.086
H -3.102299 -9.436299 4.191114 0.1 0.5 0.0 0.080
H -1.808481 -10.197165 3.318115 0.2 0.2 -0.1 0.083
H -0.523422 -6.780407 3.236525 -0.1 0.1 -0.1 0.069
H -0.790436 -8.115572 4.339944 0.1 -0.3 -0.4 0.083
H -1.910145 -6.855609 4.350558 -0.1 0.2 -0.3 0.083
H -5.006978 -7.247965 3.030232 0.0 -0.2 0.1 0.100
C 5.234909 2.746786 1.661510 -0.3 -0.1 0.3 -0.059
C 4.450579 3.927883 2.174920 0.0 1.3 0.6 -0.491
C 3.672489 4.604305 1.052791 1.0 -0.1 -0.1 -0.043
O 3.561705 3.605223 3.251565 -0.2 -1.4 -0.2 -0.057
H 5.804576 2.303058 2.479391 -0.3 -0.4 0.0 0.089
H 5.987037 3.056253 0.935084 -0.2 0.3 -0.1 0.087
H 4.543748 2.071929 1.151463 0.2 -0.3 0.3 0.058
H 5.178608 4.602724 2.644771 0.0 0.3 -0.5 0.133
H 3.078173 5.429090 1.440815 -0.1 0.0 -0.2 0.070
H 3.066052 3.879851 0.514947 -0.3 0.0 0.2 0.053
H 4.412744 4.952841 0.325793 -0.2 0.4 0.0 0.082
H 3.396860 4.354281 3.823172 0.2 0.3 -0.2 0.076
C 6.575110 -2.076518 1.076116 0.1 0.3 0.1 -0.046
C 5.858849 -1.637878 -0.206463 -0.2 -0.4 1.4 -0.480
C 5.131791 -0.308496 0.011587 -0.4 -0.4 -0.6 -0.066
O 6.743525 -1.543061 -1.301108 0.2 0.7 -0.6 -0.046
H 6.976314 -1.179276 1.553796 0.2 -0.1 0.1 0.079
H 7.405041 -2.770335 0.918092 -0.1 0.0 -0.2 0.073
H 5.893814 -2.545808 1.786970 -0.1 0.1 -0.1 0.080
H 5.084978 -2.370101 -0.463691 0.0 -0.1 0.1 0.107
H 4.390278 -0.316000 -0.789004 -0.1 0.8 0.1 0.060
H 5.749869 0.590302 0.017844 0.3 -0.3 -0.5 0.071
H 4.585601 -0.226298 0.953487 0.0 -0.6 0.0 0.079
H 7.412004 -2.230025 -1.263376 -0.1 -0.1 0.2 0.084
C -4.259713 1.537941 -1.725068 -1.5 -0.8 1.2 -0.066
C -4.904380 0.992033 -2.990556 0.6 0.6 0.5 -0.483
C -5.836975 1.996764 -3.648042 0.4 0.1 -0.5 -0.061
O -3.779966 0.569776 -3.771322 -0.6 0.3 -0.9 -0.055
H -5.029357 1.857823 -1.009203 -0.1 0.3 -0.2 0.081
H -3.564502 2.359223 -1.861829 0.1 -0.2 -0.3 0.059
H -3.834838 0.680380 -1.199353 0.6 0.2 -0.2 0.070
H -5.523651 0.113357 -2.778879 0.2 -0.1 0.2 0.132
H -6.677220 2.176041 -2.978965 -0.1 -0.1 -0.1 0.082
H -6.183348 1.619358 -4.614779 -0.3 -0.1 0.1 0.081
H -5.386025 2.971633 -3.855509 0.3 -0.1 0.2 0.073
H -3.919770 0.957235 -4.643795 0.3 -0.3 -0.1 0.076
C 2.963759 0.997146 -4.230446 -0.7 -0.2 -1.0 -0.045
C 4.418610 0.578208 -4.133612 0.5 0.5 0.0 -0.452
C 5.144032 1.330798 -3.010422 -0.2 0.0 1.1 -0.051
O 4.471971 -0.839983 -3.934576 0.0 0.3 0.2 -0.066
H 2.663303 1.219783 -5.259067 0.2 0.0 0.0 0.078
H 2.690343 1.873260 -3.647030 0.2 -0.1 0.3 0.072
H 2.322247 0.148591 -3.981218 0.1 0.1 0.3 0.071
H 4.933680 0.751867 -5.085104 -0.1 0.3 0.0 0.130
H 5.576570 2.308735 -3.230891 0.2 -0.2 -0.7 0.080
H 5.880397 0.692407 -2.517765 0.3 0.1 -0.4 0.059
H 4.472116 1.591541 -2.184504 -0.3 -0.3 -0.1 0.064
H 5.410476 -1.051795 -3.857466 -0.1 -0.2 0.2 0.084
C 3.685361 -3.681210 -2.534459 0.4 0.3 -1.0 -0.061
C 2.958480 -4.721156 -3.391741 -0.3 -1.3 1.2 -0.456
C 3.650336 -6.069173 -3.559313 0.7 -0.1 0.3 -0.069
O 1.726274 -5.002580 -2.720563 -1.3 0.5 -0.8 -0.080
H 4.751913 -3.661826 -2.777772 0.0 0.2 0.0 0.080
H 3.587594 -3.790053 -1.454389 -0.2 -0.6 -0.1 0.073
H 3.264796 -2.701086 -2.757278 0.2 0.1 0.0 0.057
H 2.704416 -4.385435 -4.399251 -0.2 0.5 0.3 0.140
H 4.494511 -6.074927 -4.255538 0.1 0.3 0.3 0.077
H 2.991070 -6.854841 -3.926612 -0.4 0.3 0.0 0.076
H 3.983443 -6.366734 -2.557622 0.3 -0.2 -0.2 0.081
H 1.805468 -5.569627 -1.951744 0.6 0.0 0.0 0.079
C -0.429377 5.343822 -3.698426 0.9 -1.2 0.2 -0.056
C -1.554490 5.015216 -4.652351 -0.3 0.6 -0.9 -0.504
C -2.283125 3.707977 -4.377887 0.6 0.7 0.6 -0.050
O -2.524039 6.059538 -4.652775 -0.6 0.0 0.0 -0.054
H -0.741511 5.696897 -2.715976 -0.2 0.2 -0.2 0.080
H 0.326029 5.984912 -4.155241 -0.3 0.4 0.1 0.078
H 0.135010 4.419888 -3.510332 -0.1 0.0 0.1 0.067
H -1.108628 4.933239 -5.656163 -0.1 0.1 0.0 0.133
H -3.182362 3.553319 -4.969111 0.1 0.2 -0.3 0.073
H -2.582316 3.752817 -3.328270 0.0 -0.5 0.0 0.071
H -1.541922 2.935452 -4.581222 -0.3 -0.4 0.3 0.088
H -2.128434 6.918434 -4.820840 0.3 -0.1 0.0 0.085
```
Forces are in eV/Å.

ΔE to the lowest compared entry with this formula, charge and spin = 167.9 kJ/mol
LUMO level = 0.5999 eV
E_tot = -2618.7658 Ha
highest occupied orbital energy = -8.1 eV
Kohn-Sham gap = 8.650 eV
structure (SMILES) = CC1(C)CCCC(C)(C)N1O.CC1(C)CCCC(C)(C)N1O.CC1(C)CCCC(C)(C)N1O.CC(C)O.CC(C)O.CC(C)O.CC(C)O.CC(C)O.CC(C)O
total charge = 0